Entry 1:
The following is a quantum chemistry calculation of a cluster of 2 separate species, C13H8BCl2N3O2 in total at a distorted geometry, from OMol25.

E_HOMO ... -9.510 eV
Frontier orbital gap ... 6.3 eV
LUMO ... -3.17 eV
2S+1 ... 1
Total energy ... -1760.07692 hartree

Each line ends with the Löwdin charge.
Positions of all 29 atoms, in Å:
N  -2.40990  -1.30716  2.94243  0.252
C  -1.49179  -0.59562  2.88261  -0.152
C  -0.40988  0.27275  2.80548  -0.077
C  -0.59759  1.62579  2.75417  -0.068
C  -1.87732  2.16818  2.77962  -0.138
N  -2.95579  2.60132  2.80214  0.239
C  0.54960  2.53199  2.67172  -0.366
O  0.40757  3.74146  2.62587  0.138
C  1.87107  1.95813  2.64579  -0.589
Cl  3.21541  3.01282  2.54917  0.781
C  2.05680  0.61566  2.69658  -0.593
Cl  3.63698  -0.04026  2.66514  0.777
C  0.94069  -0.29136  2.77868  -0.373
O  1.13237  -1.49395  2.82383  0.136
H  -1.49739  -0.49126  -0.04731  -0.001
B  -1.89201  -0.76570  -1.12294  -0.395
N  -0.76360  -0.91538  -2.11617  -0.042
C  -1.05025  -1.23346  -3.39716  -0.024
C  -0.04359  -1.37845  -4.32208  -0.034
C  1.26704  -1.19656  -3.93117  -0.052
C  1.54652  -0.87305  -2.61905  -0.035
C  0.51493  -0.73634  -1.72090  -0.024
H  -2.50456  -1.76769  -1.02694  0.024
H  -2.63504  0.08580  -1.45669  0.022
H  -2.08026  -1.37084  -3.67650  0.137
H  -0.27345  -1.63178  -5.34474  0.114
H  2.06793  -1.30712  -4.64674  0.113
H  2.56720  -0.72981  -2.30279  0.112
H  0.70828  -0.48814  -0.69203  0.118

Entry 2:
The following is a quantum chemistry calculation of a cluster of 4 separate species, C17H44BN3O13PS3 in total at a distorted geometry, from OMol25.

E_HOMO ... -12.476 eV
Frontier orbital gap ... 9.5 eV
LUMO ... -2.98 eV
2S+1 ... 1
Charge ... +1
Total energy ... -3377.23316 hartree

Each line ends with the Löwdin charge.
Positions of all 82 atoms, in Å:
C  -3.53188  3.09438  3.60926  -0.094
C  -2.78522  1.78068  3.39587  -0.198
C  -1.71697  1.71956  2.26731  -0.294
C  -0.98940  3.03503  2.02092  -0.050
C  -2.25958  1.00252  1.00312  -0.134
C  -2.56322  1.70845  -0.37047  -0.213
P  -2.95557  3.47531  -0.63880  0.433
O  -1.78327  4.33663  -0.65634  -0.229
O  -3.65733  3.45781  -2.07706  -0.099
O  -4.10000  3.90957  0.35911  -0.077
N  -1.43591  1.34539  -1.23780  0.164
C  -0.56571  0.64326  -0.51581  -0.356
N  0.73917  0.51432  -0.82431  0.232
N  -1.12755  0.08703  0.56057  0.130
B  -1.41315  -1.40475  0.56022  -0.513
C  -2.68267  -1.97643  -0.14553  0.039
O  -0.55874  -2.23418  1.18953  0.208
H  -4.03029  3.04963  4.57761  0.079
H  -2.87499  3.95888  3.63714  0.072
H  -4.31937  3.24279  2.87466  0.060
H  -3.50917  0.97715  3.24916  0.105
H  -2.26124  1.55121  4.32451  0.113
H  -0.95871  1.03145  2.64151  0.134
H  -0.42289  2.99875  1.08850  0.071
H  -0.26569  3.20199  2.81653  0.097
H  -1.64735  3.88941  1.92125  0.063
H  -3.11606  0.38998  1.27186  0.139
H  -3.47049  1.22201  -0.75076  0.123
H  -4.11938  2.62626  -2.27305  0.068
H  -4.97655  3.84401  -0.05088  0.106
H  -1.06901  2.07090  -1.84695  0.162
H  1.42761  0.79605  -0.14718  0.129
H  1.08529  0.18705  -1.71780  0.108
H  -3.22703  -1.21337  -0.70153  0.060
H  -3.36191  -2.37670  0.61024  0.088
H  -2.38776  -2.78384  -0.81231  0.086
H  0.36964  -1.97031  1.14697  0.121
O  3.26031  -0.62213  -2.44556  -0.308
S  4.67935  -0.38653  -2.36259  0.562
O  5.49125  -0.68330  -3.49441  -0.250
O  5.23001  -1.11706  -1.07703  -0.263
C  4.93487  -2.53495  -0.92063  -0.233
C  5.78039  -3.40977  -1.81907  -0.061
C  4.99392  1.26451  -1.84299  -0.117
H  3.86965  -2.70113  -1.08659  0.110
H  5.14759  -2.75674  0.12345  0.110
H  5.53688  -3.26284  -2.87022  0.074
H  5.60787  -4.45567  -1.56680  0.088
H  6.83784  -3.18541  -1.68485  0.090
H  4.38906  1.49068  -0.96941  0.066
H  4.72699  1.91208  -2.67555  0.081
H  6.05286  1.35735  -1.61876  0.081
O  -7.94539  2.47907  -1.52906  -0.282
S  -7.71737  1.74849  -2.74123  0.560
O  -6.35465  1.50553  -3.13804  -0.302
O  -8.50224  2.43403  -3.92090  -0.256
C  -8.30771  3.85879  -4.14507  -0.228
C  -6.98899  4.17658  -4.81392  -0.065
C  -8.60635  0.23541  -2.72016  -0.113
H  -8.42179  4.38351  -3.19636  0.116
H  -9.14213  4.14096  -4.78181  0.126
H  -6.14364  3.95891  -4.16279  0.060
H  -6.96047  5.23581  -5.06809  0.088
H  -6.86958  3.59166  -5.72535  0.089
H  -9.63281  0.44153  -2.43119  0.082
H  -8.12225  -0.40623  -1.98727  0.078
H  -8.55470  -0.21185  -3.70911  0.081
O  6.08201  -3.90299  2.60872  -0.291
S  7.50542  -3.74805  2.71041  0.551
O  8.32636  -4.09283  1.59230  -0.273
O  8.01213  -4.49130  4.00997  -0.262
C  7.65104  -5.88870  4.17520  -0.239
C  8.46470  -6.81233  3.29588  -0.070
C  7.89082  -2.11203  3.22654  -0.119
H  6.58029  -6.00010  4.00145  0.114
H  7.83951  -6.08966  5.22709  0.123
H  8.23981  -6.66335  2.24120  0.072
H  8.23949  -7.84729  3.55335  0.084
H  9.53051  -6.63684  3.43833  0.087
H  7.27898  -1.86125  4.08821  0.075
H  7.66305  -1.45799  2.38748  0.073
H  8.94948  -2.06441  3.46597  0.079

Entry 3:
The following is a quantum chemistry calculation of a structure of composition C24H38Cl2N7O6P2ReS at a distorted geometry, from OMol25.

E_HOMO (alpha / beta) ... -10.125 / -10.404 eV
Frontier orbital gap (alpha / beta) ... 5.7 / 6.3 eV
LUMO (alpha / beta) ... -4.43 / -4.06 eV
<S²> ... 0.768
2S+1 ... 2
Charge ... +1
Total energy ... -3851.65869 hartree

Each line ends with the Mulliken spin population.
Positions of all 81 atoms, in Å:
Re  -0.05640  -0.11820  0.17830  0.932
N  -2.73950  0.46720  -3.28300  0.000
C  -2.11090  0.32760  -2.11030  0.020
S  -0.35480  0.37570  -2.12390  -0.060
N  -2.77680  0.14190  -1.01660  -0.018
N  -2.11260  -0.01380  0.13790  -0.047
C  -2.92200  -0.05410  1.17980  0.017
C  -2.59440  -0.20260  2.54060  -0.007
C  -3.63690  -0.12360  3.49060  0.005
C  -3.39960  -0.23390  4.83390  0.006
C  -2.09000  -0.42980  5.28820  0.012
C  -1.05180  -0.52870  4.39970  -0.018
C  -1.25380  -0.43670  3.00140  0.060
O  -0.25720  -0.60350  2.20630  0.068
H  -2.20710  0.79110  -4.07210  0.000
H  -3.73830  0.59030  -3.28870  0.000
H  -3.97380  0.05860  0.92910  -0.003
H  -4.64160  0.03950  3.13260  -0.001
H  -4.20570  -0.15370  5.54450  0.001
H  -1.89780  -0.50140  6.34750  0.001
H  -0.04340  -0.68050  4.75010  -0.001
C  4.29130  -2.58500  -2.41850  0.000
N  3.54700  -1.40010  -2.02660  0.000
C  2.59920  -0.94370  -3.02660  -0.002
P  3.19680  -1.21470  -0.41400  -0.002
O  2.15370  -0.21820  -0.10890  -0.001
O  2.73460  -2.69800  0.09380  -0.003
P  1.23570  -3.11090  0.58070  0.013
O  0.18620  -2.29350  -0.09900  0.016
N  1.03400  -4.68180  0.14900  0.001
C  0.30360  -5.04020  -1.05070  0.000
C  1.99670  -5.67210  0.58210  0.000
N  1.42790  -3.12250  2.22370  0.001
C  2.24690  -2.15000  2.92560  0.001
C  0.32500  -3.65900  3.00180  -0.001
N  4.55090  -0.89430  0.48330  0.000
C  5.60350  -1.87100  0.69110  0.000
C  5.03770  0.47070  0.32990  0.002
H  4.90590  -2.35300  -3.29050  0.000
H  3.62300  -3.41650  -2.66580  0.000
H  4.94070  -2.89690  -1.60550  0.000
H  3.13480  -0.77250  -3.95950  0.000
H  2.16880  -0.00230  -2.69730  0.000
H  1.79540  -1.66630  -3.20200  0.000
H  -0.34530  -4.21370  -1.32580  -0.001
H  -0.30370  -5.92520  -0.84670  0.000
H  0.98000  -5.26060  -1.88290  0.000
H  2.50680  -5.30490  1.46730  0.000
H  2.73530  -5.88480  -0.19750  0.000
H  1.47210  -6.59950  0.82190  0.000
H  3.02710  -1.76870  2.26890  -0.001
H  2.71600  -2.64420  3.77880  0.000
H  1.65530  -1.30270  3.28060  -0.004
H  -0.19060  -4.40370  2.39890  0.000
H  -0.38810  -2.88950  3.30630  0.000
H  0.72710  -4.13250  3.89880  0.000
H  5.15660  -2.85760  0.79910  0.000
H  6.12830  -1.61630  1.61470  0.000
H  6.33220  -1.88580  -0.12660  0.000
H  4.19250  1.12950  0.14600  -0.001
H  5.74700  0.56260  -0.49630  0.000
H  5.52490  0.77510  1.25700  0.000
O  1.69220  2.55160  -0.51900  -0.004
C  1.35620  2.32700  0.63190  0.034
O  0.25670  1.69660  0.93950  -0.013
C  2.15850  2.74170  1.81620  -0.005
C  3.13170  3.72840  1.70210  0.000
C  3.85530  4.10410  2.82010  0.000
C  3.62720  3.48260  4.03850  0.001
C  2.67600  2.48020  4.14610  0.000
C  1.93810  2.11180  3.03780  0.002
H  3.29380  4.19790  0.74370  0.000
H  4.58990  4.89220  2.74720  0.000
H  4.19330  3.78200  4.90790  0.000
H  2.50090  2.00050  5.09780  0.000
H  1.18350  1.34170  3.09960  -0.002
Cl  -0.22270  4.82320  1.19100  0.000
C  -0.78740  4.44550  -0.44120  0.000
Cl  -1.96700  3.12610  -0.40050  -0.001
H  0.06470  4.11290  -1.03520  0.000
H  -1.26990  5.32600  -0.85880  0.000

The lowest total energy belongs to which entry?
C24H38Cl2N7O6P2ReS

Among the records above, which one has the lowest total energy?
C24H38Cl2N7O6P2ReS

Which formula does entry 3 have?
C24H38Cl2N7O6P2ReS